Formula: C4H5F2N
Source: the OMol25 dataset
Level of theory: ωB97M-V with the def2-TZVPD basis set

Structure (ORCA input):
```
! wB97M-V def2-TZVPD RIJCOSX def2/J DEFGRID3
* xyz 0 1
C 2.701 -0.754 -0.305
C -0.618 1.024 -0.920
C -0.185 0.438 0.348
C -0.872 -0.748 0.915
N 3.833 -0.850 -0.445
F -0.030 -1.537 1.618
F -1.440 -1.531 -0.036
H -1.586 1.526 -0.804
H -0.778 0.245 -1.668
H 0.100 1.753 -1.287
H 0.566 0.892 0.972
H -1.691 -0.458 1.611
*
```

Calculated values
HOMO-LUMO gap (alpha / beta) in eV: 9.91 / 5.70
M in g mol⁻¹: 105.1
Relative energy (zero: lowest compared OMol25 entry of this formula, charge and spin) in kcal/mol: 105.0
E_LUMO (alpha / beta) in eV: -1.72 / -3.66